Below is a single C23H32N4O molecule, with properties calculated with the ωB97M-V functional and the def2-TZVPD basis.

- orbital gap (eV) = 8.92
- structure (SMILES) = CCc1ccc(CN2CCC(n3nccc3NC(=O)C3CCCC3)CC2)cc1
- strongest force on any atom (eV Å⁻¹) = 0.84
- E_tot (eV) = -32379.037
- highest occupied orbital energy (Ha) = -0.30803
- LUMO level (eV) = 0.53

```
! wB97M-V def2-TZVPD RIJCOSX def2/J DEFGRID3
* xyz 0 1
C -8.99 -1.42 0.20
C -8.09 -0.50 1.03
C -6.73 -0.38 0.40
C -6.46 0.61 -0.53
C -5.23 0.70 -1.14
C -4.23 -0.22 -0.84
C -2.88 -0.15 -1.50
N -1.81 -0.30 -0.52
C -0.52 -0.52 -1.14
C 0.49 -0.92 -0.07
C 0.63 0.19 0.98
N 1.35 1.32 0.44
N 0.74 2.45 0.06
C 1.68 3.24 -0.41
C 2.94 2.64 -0.33
C 2.69 1.40 0.22
N 3.55 0.36 0.55
C 4.89 0.32 0.28
O 5.49 1.21 -0.27
C 5.52 -1.00 0.74
C 7.06 -0.93 0.67
C 7.49 -2.14 -0.16
C 6.33 -2.34 -1.12
C 5.11 -2.14 -0.22
C -0.75 0.59 1.50
C -1.74 0.84 0.36
C -4.49 -1.21 0.09
C -5.73 -1.29 0.71
H -9.97 -1.50 0.65
H -9.10 -1.01 -0.81
H -8.55 -2.41 0.12
H -8.55 0.48 1.11
H -8.00 -0.91 2.04
H -7.23 1.33 -0.77
H -5.04 1.48 -1.86
H -2.80 -0.98 -2.21
H -2.78 0.79 -2.07
H -0.61 -1.33 -1.87
H -0.16 0.38 -1.67
H 0.13 -1.82 0.43
H 1.45 -1.14 -0.53
H 1.22 -0.19 1.84
H 1.43 4.21 -0.78
H 3.89 3.03 -0.63
H 3.14 -0.44 1.02
H 5.17 -1.20 1.75
H 7.34 -0.01 0.17
H 7.50 -0.93 1.67
H 7.60 -3.02 0.48
H 8.44 -1.96 -0.67
H 6.35 -1.56 -1.89
H 6.33 -3.31 -1.60
H 4.92 -3.05 0.35
H 4.21 -1.90 -0.79
H -0.67 1.49 2.11
H -1.13 -0.23 2.12
H -2.74 1.00 0.79
H -1.44 1.75 -0.18
H -3.71 -1.92 0.33
H -5.92 -2.07 1.43
*
```

Below is a molecular structure, C10H14N5 in a non-equilibrium geometry, with properties calculated with the ωB97M-V functional and the def2-TZVPD basis.

- orbital gap (eV) = 9.91
- strongest force on any atom (eV Å⁻¹) = 6.53
- E_tot (eV) = -18038.637
- highest occupied orbital energy (Ha) = -0.47173
- LUMO level (eV) = -2.93

```
! wB97M-V def2-TZVPD RIJCOSX def2/J DEFGRID3
* xyz 1 1
C 0.36 1.45 2.94
C 1.71 1.92 2.74
C -0.11 0.50 2.09
C 2.35 1.70 1.51
C -3.36 0.05 -0.08
C -2.33 -1.72 0.41
C 0.63 0.27 0.98
C -0.30 -1.09 -2.83
C -0.05 -0.87 -0.42
C 0.34 -0.22 -1.69
N 1.75 0.82 0.65
N -3.49 -1.20 0.49
N -2.15 0.31 -0.45
N -1.48 -0.84 -0.16
N 1.84 -0.14 -1.71
H -0.14 1.75 3.81
H 2.05 2.58 3.56
H -1.04 -0.06 2.28
H 3.34 1.94 1.29
H -4.14 0.64 -0.19
H -1.86 -2.59 0.65
H 0.00 -2.21 -2.69
H -1.32 -0.87 -2.63
H 0.27 -0.86 -3.71
H 0.55 -1.79 -0.05
H -0.09 0.83 -1.68
H 2.32 -1.00 -1.94
H 2.16 0.23 -0.72
H 2.20 0.46 -2.46
*
```

Below is a molecular structure, C24H49Ba2F3N2O26P4 in a non-equilibrium geometry, with properties calculated with the ωB97M-V functional and the def2-TZVPD basis.

- orbital gap (eV) = 7.28
- strongest force on any atom (eV Å⁻¹) = 4.05
- E_tot (eV) = -128589.952
- highest occupied orbital energy (Ha) = -0.44374
- LUMO level (eV) = -4.80

```
! wB97M-V def2-TZVPD RIJCOSX def2/J DEFGRID3
* xyz 2 1
Ba 1.72 -4.59 0.23
Ba 0.56 4.54 0.29
C 2.50 0.28 0.75
C 1.67 1.45 0.94
C 0.11 1.22 0.56
O -0.59 2.21 0.31
C -0.39 -0.11 0.45
C 0.51 -1.15 0.34
C 1.99 -0.97 0.51
O 2.80 -1.96 0.59
O -0.07 -2.30 0.17
O 2.05 2.60 1.20
H 3.53 0.58 0.95
H -1.45 -0.25 0.34
C -4.00 -1.74 0.82
N -3.84 -2.06 -0.65
O -4.38 -1.31 -1.43
O -3.27 -3.10 -0.92
H -3.57 -0.75 0.89
H -3.36 -2.42 1.36
H -5.06 -1.87 1.01
C 4.54 4.13 2.26
N 5.15 2.77 2.15
O 4.73 1.91 2.91
O 6.01 2.58 1.32
H 5.29 4.74 2.77
H 3.66 4.05 2.88
H 4.43 4.40 1.21
C -0.18 -3.38 -4.48
O 1.10 -2.74 -4.44
P 2.30 -3.49 -3.69
O 2.16 -3.80 -2.26
O 2.53 -4.71 -4.65
C 3.75 -5.44 -4.63
O 3.56 -2.57 -3.96
C 4.11 -1.67 -2.98
H -0.85 -2.56 -4.74
H -0.42 -3.86 -3.53
H -0.29 -4.09 -5.30
H 4.51 -4.94 -5.24
H 3.62 -6.44 -5.04
H 4.17 -5.55 -3.63
H 5.09 -2.04 -2.72
H 3.49 -1.53 -2.09
H 4.24 -0.73 -3.51
C -3.71 -5.26 3.27
O -2.50 -5.25 2.50
P -1.11 -5.08 3.32
O 0.02 -5.01 2.37
O -1.08 -6.25 4.37
C -1.22 -7.60 3.87
O -1.34 -3.79 4.22
C -1.24 -2.52 3.52
H -3.65 -4.68 4.19
H -3.99 -6.31 3.39
H -4.53 -4.84 2.67
H -1.60 -7.71 2.85
H -1.99 -8.05 4.50
H -0.29 -8.14 4.00
H -2.01 -1.79 3.77
H -1.32 -2.68 2.44
H -0.30 -2.12 3.90
C 4.86 2.26 -1.80
O 3.79 1.69 -2.57
P 2.46 2.55 -2.87
O 1.75 3.16 -1.74
O 2.92 3.61 -3.96
C 3.72 3.34 -5.07
O 1.56 1.54 -3.69
C 1.09 0.34 -3.04
H 5.32 1.46 -1.23
H 4.40 2.90 -1.04
H 5.62 2.81 -2.35
H 3.69 4.10 -5.86
H 3.45 2.43 -5.62
H 4.76 3.33 -4.72
H 0.01 0.42 -2.88
H 1.65 0.18 -2.12
H 1.26 -0.52 -3.69
C -3.47 2.52 -1.17
O -3.98 3.86 -1.02
P -3.10 5.08 -1.56
O -1.65 4.94 -1.29
O -3.46 5.16 -3.11
C -4.82 5.22 -3.55
O -3.90 6.30 -0.93
C -3.57 6.77 0.38
H -4.24 1.91 -1.63
H -3.31 2.00 -0.23
H -2.58 2.51 -1.79
H -5.01 4.26 -4.04
H -4.96 6.08 -4.19
H -5.50 5.26 -2.69
H -4.36 7.43 0.71
H -2.64 7.33 0.40
H -3.51 5.92 1.06
C 0.76 0.47 4.57
C -0.29 1.52 4.23
O -1.59 0.99 4.20
C -2.62 1.47 4.85
O -2.59 2.36 5.64
C -3.96 1.03 4.23
F -4.92 1.13 5.14
F -4.27 1.87 3.25
F -3.96 -0.21 3.75
H 1.74 0.91 4.75
H 0.89 -0.35 3.87
H 0.50 0.02 5.53
H -0.06 2.09 3.34
H -0.16 2.26 5.03
*
```

Below is 6 unconnected molecules or ions with the total composition C41H71N2O26PS4 in a non-equilibrium geometry, with properties calculated with the ωB97M-V functional and the def2-TZVPD basis.

- orbital gap (eV) = 8.39
- structure (SMILES) = C[C@]1(COO)OS(=O)(=O)[C@@](CCCS)(CCSc2nnco2)[C@@H](P(=O)(O)O)[C@@]1(Cc1ccccc1)S(C)(=O)=O.CCOC(=O)OC.CCOC(=O)OC.CCOC(=O)OC.CCOC(=O)OC.CCOC(=O)OC
- strongest force on any atom (eV Å⁻¹) = 9.13
- E_tot (eV) = -152487.931
- highest occupied orbital energy (Ha) = -0.32319
- LUMO level (eV) = -0.40

```
! wB97M-V def2-TZVPD RIJCOSX def2/J DEFGRID3
* xyz 0 1
C 1.98 -3.42 1.82
C 2.59 -2.84 3.21
C 3.73 -4.03 3.57
O 3.99 -4.17 5.01
O 3.71 -5.40 5.36
O 1.60 -3.23 4.25
S 0.16 -2.44 4.29
O -1.00 -3.02 3.39
O -0.42 -2.59 5.76
C 0.50 -0.60 3.86
C -0.11 -0.47 2.36
C 0.09 1.02 1.65
C 0.16 0.95 0.01
S 0.50 2.70 -0.68
C -0.54 0.43 4.67
C 0.07 1.95 4.89
S -1.03 2.78 6.20
C 0.21 3.56 7.40
N 0.12 3.78 8.90
N 1.38 4.35 9.17
C 2.33 4.55 8.01
O 1.52 4.02 6.90
C 2.05 -0.42 4.20
P 2.41 -0.49 6.09
O 2.76 -1.94 6.66
O 1.18 0.04 7.18
O 3.70 0.70 6.42
C 3.14 -1.32 3.27
C 3.19 -0.49 1.83
C 4.41 -0.76 0.79
C 4.85 -2.18 0.08
C 6.12 -2.34 -0.99
C 7.02 -1.04 -1.46
C 6.58 0.42 -0.79
C 5.35 0.53 0.29
S 4.92 -1.10 3.85
C 5.43 0.74 3.71
O 6.01 -1.86 3.05
O 5.31 -1.52 5.27
H 0.97 -4.02 2.03
H 2.68 -4.26 1.32
H 1.75 -2.69 0.96
H 3.15 -5.04 3.30
H 4.65 -4.02 2.86
H 4.31 -5.68 6.13
H 0.25 -1.27 1.58
H -1.29 -0.64 2.36
H 1.10 1.50 2.04
H -0.83 1.73 1.91
H 1.01 0.27 -0.43
H -0.85 0.54 -0.47
H 0.52 2.62 -2.10
H -0.93 -0.05 5.70
H -1.56 0.62 4.08
H 1.16 1.99 5.29
H 0.02 2.63 3.93
H 3.42 4.97 7.96
H 2.34 0.71 3.94
H 1.56 0.44 8.02
H 3.68 0.87 7.42
H 2.26 -0.63 1.14
H 3.23 0.69 2.00
H 4.28 -3.16 0.34
H 6.42 -3.40 -1.46
H 7.91 -1.13 -2.24
H 7.17 1.38 -1.11
H 5.11 1.62 0.70
H 5.93 1.06 4.75
H 6.24 0.93 2.90
H 4.48 1.45 3.61
C 1.24 -4.93 -5.24
C 2.01 -4.00 -4.32
O 2.33 -4.64 -3.08
C 3.32 -5.58 -3.13
O 3.95 -5.90 -4.12
O 3.46 -6.10 -1.89
C 4.39 -7.18 -1.82
H 0.34 -5.31 -4.73
H 0.94 -4.42 -6.15
H 1.83 -5.81 -5.52
H 1.39 -3.14 -4.08
H 2.92 -3.63 -4.80
H 5.37 -6.88 -2.22
H 4.00 -8.04 -2.37
H 4.52 -7.46 -0.77
C -2.29 2.66 -6.67
C -1.68 2.29 -5.33
O -1.17 0.95 -5.34
C -0.01 0.77 -6.03
O 0.62 1.64 -6.61
O 0.31 -0.55 -5.97
C 1.46 -0.89 -6.75
H -3.06 1.93 -6.96
H -2.75 3.65 -6.62
H -1.54 2.67 -7.46
H -2.46 2.31 -4.56
H -0.91 2.99 -5.02
H 2.32 -0.27 -6.48
H 1.23 -0.77 -7.82
H 1.70 -1.93 -6.56
C -4.57 7.25 2.88
C -4.62 6.71 1.46
O -3.41 7.02 0.74
C -2.32 6.28 1.08
O -2.29 5.39 1.92
O -1.27 6.71 0.35
C -0.03 6.09 0.69
H -4.35 8.32 2.88
H -5.52 7.07 3.39
H -3.78 6.76 3.46
H -5.43 7.21 0.92
H -4.82 5.64 1.43
H -0.11 5.00 0.64
H 0.27 6.40 1.70
H 0.73 6.42 -0.02
C -3.63 -9.43 -7.32
C -2.31 -9.26 -8.04
O -1.32 -8.66 -7.19
C -0.80 -9.46 -6.23
O -1.09 -10.64 -6.04
O 0.08 -8.74 -5.50
C 0.62 -9.44 -4.39
H -3.98 -8.48 -6.90
H -4.40 -9.82 -7.99
H -3.54 -10.13 -6.47
H -2.45 -8.58 -8.89
H -1.94 -10.21 -8.45
H 1.08 -10.39 -4.70
H -0.17 -9.62 -3.64
H 1.39 -8.82 -3.93
C -11.13 8.26 -2.22
C -10.98 7.61 -0.86
O -9.66 7.81 -0.33
C -9.38 9.05 0.13
O -10.16 10.00 0.13
O -8.10 9.07 0.56
C -7.65 10.36 0.96
H -10.36 7.90 -2.91
H -12.11 8.05 -2.65
H -11.01 9.35 -2.16
H -11.12 6.53 -0.96
H -11.73 7.97 -0.15
H -8.30 10.79 1.72
H -7.59 11.03 0.09
H -6.65 10.26 1.39
*
```

Below is 9 unconnected molecules or ions with the total composition C36H99N9O9 in a non-equilibrium geometry, with properties calculated with the ωB97M-V functional and the def2-TZVPD basis.

- orbital gap (eV) = 8.39
- structure (SMILES) = COC[C@H](C)N.COC[C@H](C)N.COC[C@H](C)N.COC[C@H](C)N.COC[C@H](C)N.COC[C@H](C)N.COC[C@H](C)N.COC[C@H](C)N.COC[C@H](C)N
- strongest force on any atom (eV Å⁻¹) = 6.72
- E_tot (eV) = -70752.123
- highest occupied orbital energy (Ha) = -0.29081
- LUMO level (eV) = 0.47

```
! wB97M-V def2-TZVPD RIJCOSX def2/J DEFGRID3
* xyz 0 1
C 0.45 -6.19 0.71
O 0.87 -4.90 0.19
C 1.88 -4.38 1.02
C 2.01 -2.85 0.52
C 2.76 -2.59 -0.80
N 2.95 -2.07 1.43
H 1.26 -6.91 0.77
H -0.31 -6.59 0.03
H -0.01 -6.09 1.69
H 1.56 -4.41 2.06
H 2.84 -4.90 0.98
H 1.05 -2.34 0.58
H 2.61 -1.52 -0.91
H 2.20 -3.01 -1.64
H 3.77 -3.00 -0.83
H 2.61 -2.13 2.38
H 3.83 -2.57 1.31
C -0.38 -0.97 -7.27
O 0.05 -1.12 -5.91
C 0.44 -2.40 -5.57
C 0.61 -2.62 -4.06
C 1.67 -1.75 -3.34
N 0.79 -3.98 -3.58
H -0.73 0.05 -7.46
H -1.11 -1.68 -7.66
H 0.56 -1.11 -7.81
H -0.44 -2.96 -5.89
H 1.34 -2.64 -6.13
H -0.34 -2.33 -3.60
H 2.47 -1.67 -4.09
H 2.14 -2.33 -2.54
H 1.38 -0.75 -3.03
H 0.85 -4.03 -2.57
H 0.08 -4.57 -3.99
C -7.79 -3.13 -2.92
O -7.49 -1.81 -2.43
C -6.79 -1.72 -1.21
C -5.30 -2.08 -1.23
C -4.62 -1.95 0.07
N -4.51 -1.50 -2.24
H -8.52 -3.77 -2.42
H -6.83 -3.55 -3.20
H -8.43 -2.84 -3.75
H -6.85 -0.69 -0.85
H -7.43 -2.31 -0.55
H -5.24 -3.16 -1.37
H -5.13 -1.22 0.70
H -3.55 -1.77 0.01
H -4.76 -2.84 0.69
H -4.52 -0.52 -2.00
H -4.99 -1.68 -3.12
C -2.59 -1.45 1.85
O -3.32 -1.62 3.10
C -2.62 -1.32 4.29
C -3.39 -1.04 5.57
C -4.45 0.06 5.25
N -2.41 -0.58 6.53
H -2.75 -2.31 1.20
H -1.50 -1.36 1.85
H -2.83 -0.50 1.37
H -1.82 -2.06 4.36
H -2.05 -0.43 4.03
H -3.90 -1.96 5.86
H -5.23 -0.24 4.55
H -3.93 0.82 4.67
H -4.87 0.44 6.18
H -2.77 -0.34 7.45
H -2.02 0.29 6.19
C -0.52 2.17 -1.26
O -0.77 0.96 -0.56
C -0.46 -0.21 -1.30
C -0.62 -1.57 -0.55
C -0.22 -2.81 -1.39
N -2.05 -1.71 -0.19
H -0.97 2.17 -2.25
H 0.55 2.39 -1.27
H -0.94 2.88 -0.55
H -0.99 -0.13 -2.25
H 0.60 -0.25 -1.56
H 0.03 -1.51 0.32
H -0.33 -3.71 -0.79
H 0.83 -2.71 -1.67
H -0.89 -3.18 -2.16
H -2.48 -1.97 -1.07
H -2.48 -0.85 0.10
C 0.86 7.01 -2.56
O 1.61 5.94 -2.00
C 2.39 5.13 -2.91
C 1.48 4.28 -3.85
C 0.48 3.46 -3.01
N 2.12 3.28 -4.65
H 0.42 6.69 -3.51
H 1.49 7.89 -2.71
H 0.07 7.40 -1.92
H 3.18 5.75 -3.33
H 3.00 4.53 -2.23
H 0.89 4.97 -4.46
H 0.87 3.09 -2.07
H 0.07 2.58 -3.50
H -0.31 4.13 -2.68
H 1.48 2.82 -5.29
H 2.38 2.63 -3.93
C 2.87 1.01 -1.05
O 3.88 1.98 -0.90
C 3.67 2.89 0.21
C 4.86 3.84 0.41
C 5.94 3.11 1.21
N 4.43 5.06 1.03
H 2.93 0.69 -2.09
H 1.83 1.32 -0.94
H 3.09 0.07 -0.53
H 2.75 3.47 0.09
H 3.53 2.36 1.16
H 5.29 4.02 -0.57
H 6.08 2.13 0.76
H 5.54 2.93 2.20
H 6.73 3.85 1.38
H 3.58 5.31 0.54
H 3.97 4.93 1.92
C 1.88 7.31 3.62
O 1.66 6.71 2.39
C 1.54 5.26 2.41
C 0.93 4.81 1.04
C 0.36 3.35 1.08
N 1.88 5.02 -0.04
H 2.35 8.27 3.41
H 2.63 6.75 4.17
H 0.99 7.52 4.22
H 2.50 4.78 2.62
H 0.78 4.93 3.13
H 0.15 5.52 0.77
H -0.01 3.00 0.11
H -0.35 3.12 1.88
H 1.25 2.72 1.08
H 1.42 4.81 -0.92
H 1.98 6.02 0.07
C -1.04 -3.45 1.94
O -0.92 -2.83 3.12
C 0.46 -2.33 3.41
C 1.29 -3.48 4.09
C 0.67 -4.15 5.28
N 2.61 -2.97 4.36
H -0.71 -4.49 1.99
H -0.55 -2.99 1.08
H -2.10 -3.53 1.71
H 1.10 -1.96 2.61
H 0.44 -1.54 4.17
H 1.31 -4.33 3.41
H 0.70 -3.36 6.03
H 1.11 -5.11 5.55
H -0.40 -4.16 5.06
H 2.70 -2.50 5.25
H 3.10 -3.78 4.70
*
```